1.
Density functional theory data (the ωB97M-V functional and the def2-TZVPD basis) for a structure of composition C31H66B3N3O9Si.

XYZ file:
```
113
Properties=species:S:1:pos:R:3
C 1.886 1.887 5.491
C 1.747 2.710 4.200
O 2.981 2.701 3.457
C 0.499 2.361 3.339
N 0.212 0.940 3.178
C 1.341 0.157 2.682
C 1.723 0.525 1.215
O 1.639 -0.641 0.375
B 1.028 -0.394 -0.830
O 1.303 0.706 -1.645
B 0.178 1.122 -2.369
C 0.096 2.591 -3.001
C 1.329 3.480 -2.644
O 1.469 3.719 -1.247
Si 0.833 5.201 -0.739
C 1.419 6.698 -1.748
C 1.345 5.564 1.063
C -1.074 5.196 -0.724
O -0.943 0.306 -2.574
B -1.073 -0.650 -1.544
C -2.453 -0.877 -0.818
C -3.039 0.561 -0.507
C -2.598 1.137 0.876
O -3.986 0.611 0.534
O 0.095 -1.361 -1.253
H 1.753 0.805 5.359
H 2.883 2.122 5.903
H 1.167 2.244 6.249
H 1.617 3.768 4.526
H 2.792 3.191 2.643
H -0.378 2.814 3.840
H 0.568 2.838 2.347
H -0.209 0.534 4.005
H 1.022 -0.901 2.624
H 2.222 0.158 3.350
H 1.150 1.392 0.846
H 2.787 0.827 1.246
H 0.058 2.467 -4.102
H -0.829 3.090 -2.666
H 1.260 4.395 -3.257
H 2.217 2.916 -2.983
H 1.507 6.521 -2.830
H 2.394 7.031 -1.356
H 0.654 7.484 -1.601
H 2.242 6.200 1.111
H 0.532 6.043 1.630
H 1.536 4.585 1.528
H -1.396 6.161 -0.305
H -1.453 4.376 -0.090
H -1.444 5.038 -1.751
H -3.213 -1.364 -1.451
H -2.368 -1.364 0.163
H -3.124 1.275 -1.345
H -2.816 2.195 1.029
H -2.346 0.434 1.669
C 0.655 -5.192 4.642
C 0.967 -3.943 5.516
C 1.474 -4.328 6.923
C 0.413 -4.594 7.991
C -0.695 -3.544 7.949
C -1.290 -3.406 6.547
N -0.244 -3.072 5.536
O 0.134 -1.837 5.739
C -2.017 -4.724 6.206
C -2.408 -2.359 6.552
C 2.160 -3.295 4.802
H -0.403 -5.331 4.441
H 1.100 -5.102 3.650
H 1.033 -6.110 5.095
H 2.102 -3.516 7.303
H 2.131 -5.198 6.850
H -0.001 -5.599 7.875
H 0.884 -4.579 8.977
H -1.476 -3.812 8.664
H -0.294 -2.584 8.290
H -2.470 -4.679 5.213
H -2.818 -4.907 6.924
H -1.376 -5.602 6.247
H -2.069 -1.384 6.902
H -3.218 -2.672 7.212
H -2.829 -2.237 5.552
H 1.873 -2.909 3.822
H 2.955 -4.026 4.655
H 2.594 -2.476 5.376
C 0.352 -1.948 -8.903
C 0.603 -0.655 -8.076
C 1.134 -0.963 -6.659
C 0.093 -1.244 -5.575
C -1.067 -0.255 -5.648
C -1.673 -0.197 -7.049
N -0.650 0.154 -8.078
O -0.334 1.410 -7.919
C -2.335 -1.561 -7.340
C -2.844 0.790 -7.073
C 1.762 0.026 -8.819
H -0.700 -2.148 -9.093
H 0.787 -1.872 -9.901
H 0.777 -2.830 -8.420
H 1.722 -0.107 -6.311
H 1.834 -1.801 -6.704
H -0.269 -2.273 -5.653
H 0.566 -1.170 -4.593
H -1.828 -0.537 -4.918
H -0.714 0.735 -5.343
H -2.794 -1.574 -8.330
H -3.122 -1.759 -6.610
H -1.650 -2.404 -7.272
H -2.554 1.793 -6.760
H -3.633 0.459 -6.397
H -3.275 0.855 -8.074
H 1.458 0.362 -9.812
H 2.586 -0.679 -8.940
H 2.158 0.885 -8.277
```

The HOMO energy (alpha / beta) is -8.557 / -8.559 eV. The value obtained for the energy is -2426.4219 Eh. The charge is 0. As for the spin multiplicity: 3.

These are the Löwdin partial charges, in e, on atoms 1 to 99: number 1, C, carries -0.040; number 2, C, carries -0.407; number 3, O, carries -0.055; number 4, C, carries -0.181; number 5, N, carries -0.058; number 6, C, carries -0.178; number 7, C, carries -0.126; number 8, O, carries 0.130; number 9, B, carries -0.675; number 10, O, carries 0.321; number 11, B, carries -0.494; number 12, C, carries -0.018; number 13, C, carries -0.264; number 14, O, carries -0.208; number 15, Si, carries 0.471; number 16, C, carries -0.161; number 17, C, carries -0.145; number 18, C, carries -0.162; number 19, O, carries 0.250; number 20, B, carries -0.500; number 21, C, carries 0.023; number 22, C, carries -0.285; number 23, C, carries -0.011; number 24, O, carries -0.106; number 25, O, carries 0.316; number 26, H, carries 0.061; number 27, H, carries 0.088; number 28, H, carries 0.086; number 29, H, carries 0.133; number 30, H, carries 0.067; number 31, H, carries 0.127; number 32, H, carries 0.090; number 33, H, carries 0.100; number 34, H, carries 0.119; number 35, H, carries 0.108; number 36, H, carries 0.121; number 37, H, carries 0.132; number 38, H, carries 0.115; number 39, H, carries 0.100; number 40, H, carries 0.099; number 41, H, carries 0.128; number 42, H, carries 0.023; number 43, H, carries 0.033; number 44, H, carries 0.039; number 45, H, carries 0.035; number 46, H, carries 0.040; number 47, H, carries -0.009; number 48, H, carries 0.035; number 49, H, carries 0.024; number 50, H, carries 0.026; number 51, H, carries 0.122; number 52, H, carries 0.120; number 53, H, carries 0.147; number 54, H, carries 0.097; number 55, H, carries 0.103; number 56, C, carries -0.025; number 57, C, carries -0.466; number 58, C, carries -0.132; number 59, C, carries -0.176; number 60, C, carries -0.139; number 61, C, carries -0.496; number 62, N, carries -0.066; number 63, O, carries -0.030; number 64, C, carries -0.046; number 65, C, carries -0.041; number 66, C, carries -0.051; number 67, H, carries 0.058; number 68, H, carries 0.079; number 69, H, carries 0.087; number 70, H, carries 0.119; number 71, H, carries 0.120; number 72, H, carries 0.105; number 73, H, carries 0.113; number 74, H, carries 0.124; number 75, H, carries 0.125; number 76, H, carries 0.092; number 77, H, carries 0.090; number 78, H, carries 0.064; number 79, H, carries 0.078; number 80, H, carries 0.086; number 81, H, carries 0.090; number 82, H, carries 0.079; number 83, H, carries 0.094; number 84, H, carries 0.078; number 85, C, carries -0.027; number 86, C, carries -0.468; number 87, C, carries -0.125; number 88, C, carries -0.158; number 89, C, carries -0.136; number 90, C, carries -0.489; number 91, N, carries -0.073; number 92, O, carries -0.014; number 93, C, carries -0.045; number 94, C, carries -0.038; number 95, C, carries -0.056; number 96, H, carries 0.057; number 97, H, carries 0.077; number 98, H, carries 0.087; number 99, H, carries 0.118

2.
Density functional theory data (the ωB97M-V functional and the def2-TZVPD basis) for a structure of composition C31H67BCrF4NO22.

XYZ file:
```
127
Properties=species:S:1:pos:R:3
Cr 1.879 -1.014 2.319
N 2.891 -1.213 -1.811
H 3.752 -1.621 -1.478
H 3.208 -0.442 -2.381
H 2.340 -0.825 -1.058
H 2.534 -1.999 -2.335
C -0.978 -0.753 -0.718
C 0.095 0.336 -0.373
C -0.609 1.638 -0.033
O 1.140 -0.150 0.468
H -1.673 -0.935 0.102
H -0.548 -1.746 -0.847
H -1.512 -0.549 -1.646
H 0.493 0.408 -1.385
H -1.311 1.991 -0.788
H 0.097 2.465 -0.117
H -1.135 1.554 0.918
B 4.013 -2.726 1.829
F 3.565 -1.744 0.988
F 3.540 -2.352 3.076
F 3.408 -3.890 1.466
F 5.394 -2.827 1.771
C 0.600 4.090 -2.531
C 1.658 3.986 -3.622
O 2.979 3.832 -3.243
C 3.410 2.555 -2.864
O 2.762 1.472 -2.888
O 4.758 2.604 -2.614
C 5.532 1.452 -2.303
H -0.363 4.358 -2.965
H 0.874 4.701 -1.671
H 0.338 3.122 -2.104
H 1.542 4.732 -4.407
H 1.501 3.095 -4.231
H 5.307 0.826 -1.440
H 6.565 1.730 -2.092
H 5.409 0.797 -3.166
C -2.648 -0.442 3.948
C -4.128 -0.631 4.336
O -4.340 -1.873 4.990
C -5.448 -2.148 5.688
O -6.426 -1.432 5.928
O -5.370 -3.475 6.065
C -6.240 -4.011 7.006
H -2.144 0.192 4.677
H -2.628 0.176 3.050
H -1.991 -1.305 3.842
H -4.789 -0.640 3.470
H -4.453 0.238 4.908
H -7.215 -3.615 6.723
H -5.966 -3.823 8.044
H -6.220 -5.101 6.979
C -0.950 -4.920 -3.062
C -1.133 -3.443 -3.345
O -0.404 -3.017 -4.502
C 0.870 -2.850 -4.342
O 1.601 -2.878 -3.354
O 1.371 -2.416 -5.502
C 2.713 -2.315 -5.642
H -1.376 -5.063 -2.069
H 0.065 -5.296 -3.189
H -1.565 -5.549 -3.706
H -1.005 -2.791 -2.481
H -2.207 -3.391 -3.528
H 3.375 -3.153 -5.421
H 3.066 -1.556 -4.944
H 2.849 -1.901 -6.641
C -1.805 2.349 -9.891
C -0.651 2.601 -8.803
O -0.963 1.598 -7.742
C -0.531 1.794 -6.524
O 0.182 2.678 -6.140
O -0.956 0.806 -5.746
C -0.784 0.902 -4.329
H -2.689 2.870 -9.524
H -2.073 1.319 -10.123
H -1.566 3.027 -10.711
H -0.728 3.548 -8.268
H 0.300 2.331 -9.261
H 0.097 0.436 -3.889
H -1.660 0.356 -3.979
H -0.551 1.918 -4.011
C -5.247 5.334 6.189
C -5.461 3.986 5.409
O -4.556 4.064 4.377
C -4.711 3.272 3.336
O -5.742 2.570 3.146
O -3.603 3.050 2.657
C -2.304 3.259 3.282
H -5.631 5.393 7.207
H -5.809 6.066 5.608
H -4.215 5.675 6.110
H -6.482 3.807 5.073
H -5.248 3.139 6.061
H -1.416 3.214 2.651
H -2.155 2.461 4.009
H -2.235 4.245 3.742
C 7.577 0.630 1.725
C 6.114 0.318 2.031
O 5.456 1.533 1.883
C 4.107 1.481 1.904
O 3.401 0.477 2.213
O 3.677 2.712 1.578
C 2.346 3.030 1.681
H 8.137 -0.295 1.584
H 8.154 1.163 2.481
H 7.725 1.216 0.817
H 5.967 -0.152 3.004
H 5.848 -0.483 1.341
H 2.389 4.091 1.927
H 1.692 2.547 2.407
H 1.905 2.862 0.698
C -2.495 -3.564 0.922
C -0.991 -4.071 0.983
O -0.658 -4.458 2.269
C 0.283 -3.770 3.017
O 0.984 -2.892 2.620
O 0.403 -4.376 4.184
C 1.383 -4.013 5.102
H -3.051 -4.355 1.426
H -2.860 -3.520 -0.104
H -2.633 -2.673 1.534
H -0.387 -3.364 0.414
H -0.928 -5.058 0.524
H 0.900 -4.020 6.079
H 1.739 -2.986 5.020
H 2.295 -4.609 5.075
```

The HOMO energy (alpha / beta) is -13.894 / -13.894 eV. The value obtained for the energy is -4399.7621 Eh. The charge is +2. As for the spin multiplicity: 6.

These are the Löwdin partial charges, in e, on atoms 1 to 99: number 1, Cr, carries 1.119; number 2, N, carries 0.336; number 3, H, carries 0.144; number 4, H, carries 0.082; number 5, H, carries 0.082; number 6, H, carries 0.067; number 7, C, carries 0.017; number 8, C, carries -0.401; number 9, C, carries -0.018; number 10, O, carries -0.043; number 11, H, carries 0.089; number 12, H, carries 0.050; number 13, H, carries 0.099; number 14, H, carries 0.125; number 15, H, carries 0.109; number 16, H, carries 0.053; number 17, H, carries 0.085; number 18, B, carries -1.390; number 19, F, carries 0.111; number 20, F, carries 0.133; number 21, F, carries 0.193; number 22, F, carries 0.174; number 23, C, carries -0.041; number 24, C, carries -0.241; number 25, O, carries 0.050; number 26, C, carries -0.398; number 27, O, carries 0.034; number 28, O, carries 0.007; number 29, C, carries -0.037; number 30, H, carries 0.095; number 31, H, carries 0.087; number 32, H, carries 0.023; number 33, H, carries 0.144; number 34, H, carries 0.088; number 35, H, carries 0.074; number 36, H, carries 0.109; number 37, H, carries 0.100; number 38, C, carries -0.057; number 39, C, carries -0.187; number 40, O, carries 0.027; number 41, C, carries -0.504; number 42, O, carries 0.116; number 43, O, carries -0.033; number 44, C, carries -0.069; number 45, H, carries 0.064; number 46, H, carries 0.056; number 47, H, carries 0.060; number 48, H, carries 0.133; number 49, H, carries 0.125; number 50, H, carries 0.099; number 51, H, carries 0.099; number 52, H, carries 0.096; number 53, C, carries -0.039; number 54, C, carries -0.189; number 55, O, carries 0.107; number 56, C, carries -0.549; number 57, O, carries 0.062; number 58, O, carries 0.034; number 59, C, carries -0.075; number 60, H, carries 0.072; number 61, H, carries 0.090; number 62, H, carries 0.092; number 63, H, carries 0.083; number 64, H, carries 0.136; number 65, H, carries 0.115; number 66, H, carries 0.080; number 67, H, carries 0.118; number 68, C, carries -0.042; number 69, C, carries -0.103; number 70, O, carries 0.029; number 71, C, carries -0.632; number 72, O, carries 0.118; number 73, O, carries 0.022; number 74, C, carries -0.034; number 75, H, carries 0.066; number 76, H, carries 0.080; number 77, H, carries 0.073; number 78, H, carries 0.120; number 79, H, carries 0.120; number 80, H, carries 0.070; number 81, H, carries 0.098; number 82, H, carries 0.074; number 83, C, carries -0.033; number 84, C, carries -0.214; number 85, O, carries 0.006; number 86, C, carries -0.560; number 87, O, carries 0.086; number 88, O, carries 0.005; number 89, C, carries -0.019; number 90, H, carries 0.079; number 91, H, carries 0.074; number 92, H, carries 0.072; number 93, H, carries 0.129; number 94, H, carries 0.125; number 95, H, carries 0.068; number 96, H, carries 0.078; number 97, H, carries 0.101; number 98, C, carries -0.038; number 99, C, carries -0.223

- Which of these has the lowest charge?
  C31H66B3N3O9Si